Entry 1:
Density functional theory data (ωB97M-V/def2-TZVPD) for a structure of composition C52H48BCo2O7P in a non-equilibrium geometry.

Geometry as XYZ:
```
111
C52H48BCo2O7P (ωB97M-V/def2-TZVPD)
C -3.7315 -3.4681 -0.2782
C -2.5258 -4.2115 -0.8950
C -2.3066 -5.5522 -0.1886
C -2.5383 -4.2384 -2.5030
C -1.9201 -5.5054 -3.0907
C -3.8843 -4.0055 -3.1811
O -1.6591 -3.1435 -2.8604
B -0.9456 -2.8224 -1.7289
C 0.2900 -1.8830 -1.6829
C 0.2793 -0.7291 -0.8821
C 1.4382 0.0228 -0.6893
C 2.6358 -0.3517 -1.3185
C 2.6352 -1.4362 -2.2015
C 1.4554 -2.1766 -2.4046
C -1.3467 2.3186 0.7586
C -1.3120 3.4937 1.6311
C -2.5703 1.7714 0.2850
C -2.6905 1.1312 -0.9906
C -3.8977 0.5905 -1.4038
C -5.0209 0.5583 -0.5615
C -4.9598 1.2127 0.6822
C -3.7739 1.8173 1.0919
O -1.3180 -3.4530 -0.5523
H -4.6645 -4.0192 -0.4547
H -3.6101 -3.3889 0.8126
H -3.8494 -2.4598 -0.6990
H -3.0751 -6.3071 -0.4123
H -1.3361 -5.9599 -0.4993
H -2.2808 -5.3805 0.8998
H -2.5398 -6.3891 -2.8860
H -1.8447 -5.3680 -4.1753
H -0.9071 -5.6387 -2.6931
H -4.5902 -4.7994 -2.9035
H -4.3327 -3.0283 -2.9588
H -3.7693 -4.0530 -4.2708
H -0.6677 -0.3974 -0.4580
H 1.4210 0.8877 -0.0216
H 3.5535 0.1923 -1.0827
H 3.5733 -1.7266 -2.6935
H 1.4578 -2.9829 -3.1396
H -0.4248 1.9575 0.3177
H -0.2942 3.8809 1.7161
H -1.9479 4.3267 1.2833
H -1.6595 3.2725 2.6510
H -1.8126 1.0570 -1.6452
H -3.9879 0.1429 -2.3909
H -5.9658 0.1102 -0.8712
H -5.8283 1.2307 1.3598
H -3.6869 2.2663 2.0922
O 5.5892 3.8643 2.1601
C 4.9368 3.1049 2.7402
Co 3.8446 1.9935 3.5273
C 2.4819 2.2999 2.4997
O 1.5579 2.5711 1.8492
C 4.2736 0.3902 2.8284
O 4.3734 -0.4841 2.0814
C 4.0411 2.3228 5.3225
C 2.9942 3.0243 4.7209
C 1.9247 3.8711 4.7456
C 2.1960 5.2829 4.9539
C 3.1776 5.8076 5.8370
C 3.2518 7.1807 6.0717
C 2.3945 8.0506 5.3890
C 1.4550 7.5493 4.4771
C 1.3559 6.1810 4.2678
Co 2.9772 0.9685 6.1523
C 1.2736 1.2372 5.9611
O 0.1224 1.3454 5.7825
C 3.6344 1.2254 7.7609
O 4.0602 1.4064 8.8253
P 3.0855 -1.1145 6.0321
C 2.2763 -1.8904 4.5578
C 2.3069 -3.2847 4.3992
C 1.6147 -3.8855 3.3440
C 0.8608 -3.1100 2.4585
C 0.7998 -1.7346 2.6326
C 1.5222 -1.1231 3.6575
C 4.8125 -1.7426 6.0710
C 5.3982 -2.3693 4.9615
C 6.7126 -2.8341 5.0401
C 7.4702 -2.6214 6.1916
C 6.9108 -1.9406 7.2749
C 5.5883 -1.4975 7.2159
C 2.2854 -2.0180 7.4287
C 2.9007 -3.0716 8.1221
C 2.2344 -3.7234 9.1657
C 0.9402 -3.3295 9.5269
C 0.3227 -2.2833 8.8392
C 0.9831 -1.6377 7.7918
H 4.9703 2.6983 5.7717
H 0.8846 3.5309 4.6534
H 3.7763 5.1072 6.4170
H 3.9788 7.5770 6.7805
H 2.4511 9.1291 5.5642
H 0.8005 8.2157 3.9117
H 0.5964 5.7425 3.6222
H 2.8836 -3.8920 5.1018
H 1.6638 -4.9669 3.2295
H 0.3256 -3.5760 1.6361
H 0.1740 -1.1297 1.9849
H 1.4868 -0.0345 3.7738
H 4.8186 -2.4998 4.0498
H 7.1395 -3.3630 4.1915
H 8.4966 -2.9819 6.2444
H 7.5011 -1.7522 8.1688
H 5.1571 -0.9623 8.0645
H 3.9067 -3.3920 7.8491
H 2.7260 -4.5444 9.6874
H 0.4190 -3.8465 10.3344
H -0.6882 -1.9735 9.1143
H 0.4837 -0.8293 7.2568
```

Computed properties:
HOMO-LUMO gap = 2.178 eV
Multiplicity = 1
HOMO energy = -5.30 eV
Energy relative to the best compared isomer or geometry (same formula, charge and spin) = 28.08 kcal per mole

Entry 2:
Density functional theory data (ωB97M-V/def2-TZVPD) for a structure of composition C52H50BrFInN5O6SSb in a non-equilibrium geometry.

Geometry as XYZ:
```
118
C52H50BrFInN5O6SSb (ωB97M-V/def2-TZVPD)
In 10.6193 17.0882 15.1468
F 7.9400 17.5636 21.2563
C 9.2436 17.8707 21.0010
C 9.7099 17.5994 19.7893
C 10.9781 18.0634 19.4249
C 11.3676 17.7787 18.0932
O 10.5625 17.1478 17.3235
C 12.5903 18.3714 17.6933
C 13.3868 18.8866 18.6926
N 13.0457 19.0452 19.9748
C 13.9980 19.5175 20.9943
C 15.4537 19.1010 20.7045
C 14.6993 18.4645 21.8355
C 11.7719 18.6645 20.4382
C 11.3007 18.7772 21.7522
C 10.0392 18.4977 22.0431
N 9.4817 18.6496 23.2392
C 8.4859 17.7342 23.9077
C 8.4148 18.0965 25.3854
N 9.8006 18.2882 25.9067
C 10.4222 19.4892 25.3321
C 9.8206 19.8342 24.0761
C 13.0694 18.4417 16.3033
O 13.8839 19.3086 16.0864
O 12.7183 17.5728 15.4492
H 9.0746 17.1110 19.0412
H 14.3087 19.3188 18.4883
H 13.7736 20.5021 21.3514
H 16.2187 19.7856 20.9920
H 15.7384 18.5548 19.7813
H 15.0034 18.5896 22.8622
H 14.2188 17.4764 21.6460
H 11.9367 19.3038 22.4570
H 8.7826 16.7365 23.7290
H 7.5018 17.8253 23.3832
H 7.8885 17.2482 25.9007
H 7.8425 18.9937 25.6600
H 10.4026 17.4862 25.5587
H 9.8554 18.1833 26.9242
H 11.4984 19.3154 25.2085
H 10.3852 20.3960 25.9852
H 10.4625 20.5087 23.4711
H 8.9571 20.4472 24.1321
C 10.4936 16.9234 11.3357
O 10.8671 17.5438 12.5811
C 11.5666 18.7888 12.4648
C 12.3946 19.1064 11.4363
C 13.1302 20.2924 11.4819
Br 14.1841 20.8632 10.0358
C 12.9526 21.0796 12.6188
C 12.1337 20.7269 13.6745
C 11.3519 19.5239 13.6572
O 10.5193 19.1521 14.5829
C 11.8827 21.5677 14.7904
N 12.6043 22.6972 15.1680
C 12.1965 22.9564 16.4820
C 12.6012 23.9077 17.3618
C 12.0391 23.9263 18.6451
C 11.0343 22.9759 18.9444
C 10.5443 22.0571 18.0028
C 11.2137 22.0258 16.8073
N 11.0260 21.2311 15.7377
H 9.6828 17.4346 10.8538
H 10.1762 15.8803 11.5763
H 11.3583 16.7950 10.6706
H 12.4000 18.5020 10.5772
H 13.5119 22.0116 12.4876
H 13.3792 23.0916 14.7075
H 13.3205 24.6031 17.0530
H 12.4728 24.5194 19.4443
H 10.4888 23.0633 19.8941
H 9.7312 21.3603 18.2988
H 10.3958 20.4826 15.5596
C 6.4029 15.5682 14.8430
C 7.7482 15.6169 15.4445
C 8.1513 14.5980 16.4984
O 8.4911 16.4906 15.0166
H 6.4631 15.3102 13.7601
H 5.9827 16.5924 14.7953
H 5.6140 14.9461 15.2966
H 7.2937 14.1332 16.9863
H 8.6981 15.1166 17.2326
H 8.7618 13.9220 15.8605
S 11.1490 14.7910 14.4447
Sb 13.5270 15.0377 14.5298
C 14.3689 15.7945 12.7570
C 14.4681 14.8110 11.8146
C 15.0770 15.1185 10.6054
C 15.5735 16.3932 10.3312
C 15.3990 17.3983 11.2952
C 14.8349 17.0753 12.5200
C 13.9475 12.9777 14.4556
C 12.9549 12.0139 14.5278
C 13.2771 10.6726 14.4733
C 14.6179 10.3246 14.2333
C 15.6300 11.2715 14.1985
C 15.2749 12.6204 14.3457
C 14.4333 15.4917 16.4074
C 15.4905 16.3892 16.4748
C 16.0757 16.5726 17.7017
C 15.6822 15.8525 18.8501
C 14.6438 14.9317 18.7142
C 13.9415 14.7993 17.5076
H 14.1806 13.7574 12.0457
H 15.2364 14.2899 9.8474
H 16.1338 16.6230 9.4225
H 15.7635 18.4035 11.0418
H 14.7208 17.8616 13.2602
H 11.9334 12.3434 14.6659
H 12.4929 9.9060 14.6160
H 14.8281 9.2616 14.1552
H 16.6887 10.9905 14.2012
H 15.9824 13.4194 14.2407
H 15.7731 16.8762 15.5562
H 16.9423 17.2276 17.7970
H 16.2114 15.8267 19.7552
H 14.3504 14.3759 19.6110
H 13.1044 14.0903 17.4125
```

Computed properties:
HOMO-LUMO gap = 7.215 eV
Multiplicity = 1
HOMO energy = -13.84 eV
Energy relative to the best compared isomer or geometry (same formula, charge and spin) = 17.78 kcal per mole
Net charge = +3

Entry 3:
Density functional theory data (ωB97M-V/def2-TZVPD) for a structure of composition C52H51N5O3PSr in a non-equilibrium geometry.

Geometry as XYZ:
```
113
C52H51N5O3PSr (ωB97M-V/def2-TZVPD)
Sr -1.6429 0.1255 -0.1814
C -0.5547 3.2187 -3.3379
C 0.5649 3.2360 -2.3358
C 1.8794 3.4192 -2.7601
C 2.9267 3.4290 -1.8528
C 2.6692 3.2612 -0.5000
C 1.3723 3.0783 -0.0382
C 1.0952 2.8698 1.4209
C 0.3428 3.0737 -0.9727
N -0.9927 2.7507 -0.5172
C -1.8356 3.6876 -0.3656
C -1.5953 5.1465 -0.5735
C -3.2626 3.2745 0.0708
C -4.2479 4.3674 0.3390
N -3.4860 2.0318 0.1733
C -4.8060 1.5691 0.5495
C -5.0636 1.3107 1.8892
C -4.0323 1.5323 2.9555
C -6.3101 0.7820 2.2095
C -7.2461 0.5165 1.2234
C -6.9452 0.7740 -0.1055
C -5.7116 1.3035 -0.4686
C -5.3679 1.5559 -1.9069
H -0.1639 3.0666 -4.3423
H -1.1117 4.1583 -3.3467
H -1.2902 2.4318 -3.1511
H 2.0763 3.5446 -3.8157
H 3.9434 3.5554 -2.1946
H 3.4883 3.2491 0.2070
H 2.0242 2.7270 1.9709
H 0.4748 1.9853 1.5916
H 0.5665 3.7093 1.8752
H -0.5566 5.3594 -0.8114
H -1.8834 5.7059 0.3157
H -2.2285 5.5134 -1.3830
H -3.9249 4.9693 1.1897
H -5.2312 3.9609 0.5542
H -4.3171 5.0460 -0.5109
H -3.4193 2.4182 2.7822
H -3.3608 0.6733 3.0223
H -4.5015 1.6553 3.9309
H -6.5401 0.5770 3.2466
H -8.2101 0.1075 1.4899
H -7.6715 0.5638 -0.8787
H -6.2033 1.2945 -2.5534
H -4.5106 0.9566 -2.2199
H -5.1252 2.6038 -2.0994
O -3.2848 -1.1696 -1.1460
C -3.3613 -1.7367 -0.0160
O -3.1049 -1.1130 1.0578
C -3.4839 -3.2231 0.0432
C -4.7147 -3.8493 0.1661
C -4.7704 -5.2331 0.2266
C -3.6051 -5.9883 0.1674
C -2.3784 -5.3559 0.0460
C -2.3016 -3.9705 -0.0184
P -0.7320 -3.0249 -0.1683
C 0.0314 -3.6619 -1.6900
C 1.4143 -3.6883 -1.8433
C 1.9880 -4.0390 -3.0574
C 1.1796 -4.3570 -4.1379
C -0.2018 -4.3141 -4.0001
C -0.7747 -3.9662 -2.7869
C 0.2635 -3.6302 1.2338
C 0.0812 -2.9740 2.4505
C 0.8005 -3.3461 3.5773
C 1.7286 -4.3785 3.4956
C 1.9052 -5.0519 2.2954
C 1.1671 -4.6887 1.1769
H -5.6233 -3.2662 0.2145
H -5.7264 -5.7275 0.3213
H -3.6566 -7.0664 0.2182
H -1.4714 -5.9475 0.0005
H 2.0581 -3.4268 -1.0115
H 3.0645 -4.0655 -3.1506
H 1.6220 -4.6402 -5.0825
H -0.8397 -4.5570 -4.8376
H -1.8536 -3.9396 -2.7001
H -0.6520 -2.1743 2.5310
H 0.6353 -2.8331 4.5148
H 2.3085 -4.6578 4.3631
H 2.6244 -5.8539 2.2284
H 1.3087 -5.2325 0.2522
C 5.8422 4.5460 0.5553
C 5.8846 3.0594 0.7612
C 5.1172 2.4478 1.7450
C 5.1523 1.0777 1.9629
C 5.9644 0.2826 1.1736
N 6.0384 -1.1214 1.3435
C 5.0662 -1.9534 1.8521
O 5.3309 -2.9896 2.4118
N 3.7574 -1.4901 1.7229
C 3.1740 -0.9773 0.5480
C 3.7671 -0.8988 -0.7044
C 3.0081 -0.4332 -1.7642
C 1.6910 -0.0670 -1.5573
N 1.1262 -0.1010 -0.3489
C 1.8622 -0.5316 0.6675
C 6.7485 0.8722 0.1872
C 6.7106 2.2412 -0.0071
H 5.0551 5.0040 1.1522
H 5.6595 4.8051 -0.4881
H 6.7841 5.0153 0.8407
H 4.4897 3.0599 2.3816
H 4.5575 0.6370 2.7503
H 6.9528 -1.5554 1.3438
H 3.1243 -2.0140 2.3191
H 4.7813 -1.2219 -0.8615
H 3.4305 -0.3717 -2.7558
H 1.0897 0.2890 -2.3839
H 1.3967 -0.5416 1.6450
H 7.3860 0.2559 -0.4329
H 7.3339 2.6769 -0.7776
```

Computed properties:
HOMO-LUMO gap = 7.815 eV
Multiplicity = 1
HOMO energy = -10.53 eV
Energy relative to the best compared isomer or geometry (same formula, charge and spin) = 10.97 kcal per mole
Net charge = +1